Entry 1:
An isolated molecule of C5H7N. Source: the Open Molecules 2025 dataset; level of theory: wB97M-V/def2-TZVPD.

Each line ends with the Löwdin charge.
Geometry (Å):
C: -1.1075 1.0491 0.6005  -0.12
C: -0.7463 0.0801 1.4634  -0.12
N: 0.2791 -0.6784 0.8157  0.05
C: 0.3126 -0.2882 -0.5096  -0.34
C: -0.6335 0.6944 -0.7060  -0.07
C: 1.4025 -0.6303 -1.4708  -0.05
H: -1.8926 1.7854 0.7412  0.09
H: -0.9430 -0.2655 2.4655  0.10
H: 0.8901 -1.1060 1.4851  0.14
H: -0.6267 1.2136 -1.6491  0.10
H: 2.3814 -0.8253 -1.0416  0.07
H: 1.5699 0.2336 -2.1116  0.07
H: 1.1608 -1.5025 -2.1035  0.08

Properties
**Lowest unoccupied orbital energy**: 1.08 eV
**Multiplicity**: 1
**Net charge**: 0
**Electronic energy**: -6787.6867 eV
**Molar mass**: 81.1 g/mol

---

Entry 2:
An isolated molecule of CClO2P. Source: the Open Molecules 2025 dataset; level of theory: wB97M-V/def2-TZVPD.

Each line ends with the Löwdin charge.
Geometry (Å):
C: -0.6566 -0.1837 0.6839  -0.20
O: 1.0239 -0.2117 -1.6032  -0.47
O: -1.7850 -0.2055 0.5619  0.13
P: 0.7516 0.6420 -0.4507  0.32
Cl: 2.3512 0.5086 0.7749  0.22

Properties
**Lowest unoccupied orbital energy (alpha / beta)**: -1.43 / -1.43 eV
**Multiplicity**: 1
**Net charge**: 0
**Electronic energy**: -26942.8587 eV
**Molar mass**: 110.4 g/mol

---

Entry 3:
A structure of composition C30H20F2NOPPm. Source: the Open Molecules 2025 dataset; level of theory: wB97M-V/def2-TZVPD.

Each line ends with the Löwdin charge.
Geometry (Å):
Pm: -0.2183 -0.5314 -1.3480  1.72
F: 0.0922 5.2769 -1.6007  0.05
C: -0.2631 4.1285 -2.2682  -0.24
C: -0.0067 2.9094 -1.6714  -0.10
C: -0.3938 1.7649 -2.3193  -0.23
C: -0.9844 1.7783 -3.5979  -0.17
C: -1.1933 3.0711 -4.1418  -0.17
F: -1.7578 3.2301 -5.3852  0.04
C: -0.8562 4.2632 -3.5131  0.08
C: -1.3481 0.5526 -4.2751  -0.19
C: -1.9137 0.4522 -5.5814  0.04
C: -2.1857 -0.8065 -6.1192  -0.02
C: -1.8894 -1.9662 -5.3919  -0.04
C: -1.3328 -1.8225 -4.1313  -0.12
N: -1.0909 -0.6098 -3.5843  -0.10
H: 0.5113 2.8842 -0.7151  0.09
H: -1.0381 5.2192 -3.9861  0.14
H: -2.1113 1.3609 -6.1274  0.11
H: -2.6312 -0.8740 -7.0996  0.12
H: -2.0691 -2.9501 -5.7979  0.11
H: -1.0644 -2.7052 -3.5399  0.10
O: -0.1421 -3.5246 -1.2067  -0.04
C: 0.3899 -2.7102 -0.4400  -0.48
C: 0.9854 -3.0476 0.8033  -0.27
C: 1.1686 -4.3844 1.2069  0.01
C: 1.7548 -4.6778 2.4458  -0.04
C: 2.1751 -3.6483 3.2799  -0.04
C: 2.0067 -2.3131 2.9015  -0.05
C: 1.4063 -1.9934 1.6774  -0.32
P: 1.1675 -0.2809 1.1531  0.99
C: 1.9055 0.6617 2.4792  -0.40
C: 1.2498 0.9376 3.6972  -0.07
C: 1.9513 1.5638 4.7333  -0.06
C: 3.2858 1.9374 4.5628  -0.05
C: 3.9244 1.7002 3.3371  -0.06
C: 3.2365 1.0708 2.3020  -0.09
C: -0.6223 -0.0404 1.4299  -0.47
C: -1.1782 1.2714 1.3160  -0.11
C: -2.5374 1.5087 1.5358  -0.04
C: -3.3868 0.4519 1.8964  -0.04
C: -2.8732 -0.8447 2.0085  -0.05
C: -1.5150 -1.0983 1.7726  -0.07
H: 0.8452 -5.1698 0.5354  0.12
H: 1.8789 -5.7147 2.7407  0.11
H: 2.6544 -3.8736 4.2159  0.11
H: 2.3597 -1.5336 3.5614  0.10
H: 0.2228 0.6303 3.8428  0.11
H: 1.4453 1.7506 5.6638  0.11
H: 3.8301 2.3919 5.3799  0.11
H: 4.9583 1.9913 3.1873  0.11
H: 3.7261 0.8646 1.3587  0.10
H: -0.5096 2.1060 1.1042  0.10
H: -2.9279 2.5100 1.4350  0.12
H: -4.4273 0.6428 2.0971  0.11
H: -3.5313 -1.6620 2.2664  0.11
H: -1.1321 -2.0992 1.9141  0.11

Properties
**Lowest unoccupied orbital energy (alpha / beta)**: -3.55 / -3.42 eV
**Multiplicity**: 5
**Net charge**: +1
**Electronic energy**: -66243.3042 eV
**Molar mass**: 624.5 g/mol

---

Entry 4:
A cluster of 2 separate species, C7H13BF3N2O6PS2 in total. Source: the Open Molecules 2025 dataset; level of theory: wB97M-V/def2-TZVPD.

Each line ends with the Löwdin charge.
Geometry (Å):
C: -2.4395 1.5133 5.7769  -0.06
C: -3.5364 1.9223 4.7722  -0.23
O: -4.0890 0.8205 4.0210  0.03
B: -3.2668 0.3613 3.0220  -0.74
O: -2.7981 -0.9100 3.0924  0.17
P: -2.7323 1.3502 1.4467  1.16
C: -2.0426 0.1340 0.2188  -0.39
C: -2.3056 0.6053 -1.2618  -0.51
S: -0.8979 1.5856 -1.8948  0.95
C: 0.2782 0.3674 -2.3855  -0.67
N: 0.4324 -0.8697 -1.9587  0.01
N: 1.4470 -1.4403 -2.6046  0.05
C: 1.9397 -0.5741 -3.4713  -0.08
O: 1.2170 0.5455 -3.3074  0.03
H: -2.7230 0.6443 6.3959  0.09
H: -2.2765 2.3494 6.4865  0.09
H: -1.4576 1.3334 5.2981  0.09
H: -3.1379 2.7309 4.1251  0.11
H: -4.3681 2.3614 5.3529  0.13
H: -2.9710 -1.2851 3.9725  0.14
H: -1.7082 2.2988 1.6834  0.05
H: -3.8494 1.9307 0.7911  0.05
H: -2.5074 -0.8620 0.3605  0.10
H: -0.9534 0.0042 0.3495  0.09
H: -2.3568 -0.3113 -1.8791  0.09
H: -3.2522 1.1633 -1.3618  0.06
H: 2.7767 -0.6876 -4.1721  0.11
C: 6.3946 -2.7410 -3.6674  -0.65
F: 5.7867 -3.0784 -2.5114  0.10
F: 7.6331 -2.3253 -3.3435  0.11
F: 6.5419 -3.8798 -4.3705  0.11
S: 5.4517 -1.4576 -4.6043  0.44
O: 5.3850 -0.3161 -3.7094  -0.34
O: 4.1516 -2.0634 -4.8676  -0.36
O: 6.2341 -1.2200 -5.7944  -0.32

Properties
**Lowest unoccupied orbital energy**: -2.39 eV
**Multiplicity**: 1
**Net charge**: 0
**Electronic energy**: -62520.8772 eV
**Molar mass**: 384.1 g/mol

---

Entry 5:
A structure of composition C19H28Br6Cl2O8. Source: the Open Molecules 2025 dataset; level of theory: wB97M-V/def2-TZVPD.

Each line ends with the Löwdin charge.
Geometry (Å):
O: 4.0452 10.4271 -0.9251  0.10
C: 3.5703 9.6266 -1.7119  -0.49
O: 3.3926 8.3821 -1.3177  0.03
C: 2.6700 7.6249 -2.2799  -0.15
C: 3.1244 8.3400 -3.5362  -0.19
C: 3.2208 9.7954 -3.1795  -0.06
H: 1.6020 7.7505 -2.1020  0.13
H: 2.9376 6.5683 -2.2651  0.13
H: 2.3710 8.0661 -4.2748  0.12
H: 4.0874 7.9811 -3.8992  0.12
H: 2.2634 10.2836 -3.3617  0.13
H: 4.0387 10.2803 -3.7124  0.13
O: -5.8031 -4.7968 -7.8973  0.11
C: -4.8229 -4.4334 -7.2771  -0.48
O: -4.6024 -4.7019 -5.9739  0.04
C: -3.3448 -3.9856 -5.5672  -0.11
C: -2.5987 -3.8708 -6.8513  -0.23
C: -3.6253 -3.6876 -7.8028  -0.13
H: -2.7698 -4.6371 -4.9092  0.12
H: -3.4746 -3.0788 -4.9765  0.13
H: -1.9664 -4.7484 -6.9861  0.13
H: -1.8152 -3.1138 -6.8856  0.13
H: -3.3190 -3.9001 -8.8271  0.14
H: -4.0241 -2.6742 -7.7570  0.15
O: 4.0544 -1.5642 2.4062  0.08
C: 2.8610 -1.2263 2.3233  -0.44
O: 1.8857 -1.8179 3.0892  0.01
C: 0.5301 -1.4442 2.7293  -0.16
C: 0.7404 -0.7828 1.4130  -0.15
C: 2.2379 -0.2767 1.3836  -0.06
H: 0.1095 -0.8140 3.5129  0.12
H: -0.1841 -2.2572 2.5986  0.12
H: 0.0618 0.0603 1.2832  0.11
H: 0.5716 -1.4654 0.5801  0.12
H: 2.3325 0.7618 1.7009  0.13
H: 2.6674 -0.2695 0.3818  0.13
O: -6.8255 -0.1035 1.2548  0.09
C: -7.1577 -0.7673 2.2225  -0.52
O: -6.7408 -1.9924 2.3955  0.03
C: -7.0467 -2.5048 3.7162  -0.10
C: -8.3080 -1.6698 4.0630  -0.15
C: -8.1061 -0.3555 3.3294  -0.08
H: -6.2110 -2.3249 4.3926  0.13
H: -7.2628 -3.5520 3.5044  0.13
H: -8.4802 -1.6183 5.1381  0.11
H: -9.2136 -2.1514 3.6941  0.11
H: -7.5920 0.3828 3.9448  0.13
H: -8.9688 0.2057 2.9703  0.13
C: 2.2628 8.4153 5.9248  -1.01
Cl: 2.0744 6.8364 5.1162  0.48
Cl: 3.5770 8.4287 7.1401  0.48
H: 2.5143 9.0806 5.0988  0.02
H: 1.3689 8.7865 6.4260  0.03
C: 2.9706 -8.0423 4.5142  -1.52
Br: 3.1421 -7.9654 2.4986  0.49
Br: 4.4835 -9.0833 5.2304  0.51
Br: 1.2701 -8.7393 5.1718  0.55
H: 3.1293 -7.0413 4.9155  -0.03
C: 10.2927 -6.0240 -0.3163  -1.57
Br: 10.4428 -7.4930 0.9620  0.53
Br: 10.0780 -6.7919 -2.0840  0.53
Br: 11.8881 -4.8460 -0.3047  0.52
H: 9.3936 -5.4709 -0.0446  -0.02

Properties
**Lowest unoccupied orbital energy**: -0.39 eV
**Multiplicity**: 1
**Net charge**: 0
**Electronic energy**: -481834.7114 eV
**Molar mass**: 934.8 g/mol

---

Entry 6:
A structure of composition C3H2LuO3. Source: the Open Molecules 2025 dataset; level of theory: wB97M-V/def2-TZVPD.

Each line ends with the Löwdin charge.
Geometry (Å):
O: 4.9857 -0.7552 0.1191  0.34
C: 3.8495 -0.8843 0.1991  -0.32
O: 2.7047 -1.1127 0.2614  0.01
O: -0.5277 0.9690 -0.3577  -0.40
C: -1.6302 0.2101 -0.0680  -0.59
C: -2.8934 0.6943 -0.1307  -0.04
H: -3.7516 0.0187 -0.1023  0.05
H: -3.0977 1.7758 -0.1526  0.07
Lu: 0.3607 -0.9157 0.2316  1.88

Properties
**Lowest unoccupied orbital energy (alpha / beta)**: -6.18 / -6.18 eV
**Multiplicity**: 1
**Net charge**: +1
**Electronic energy**: -42896.4302 eV
**Molar mass**: 261.0 g/mol